No. 1
{"formula": "C4H13NO2", "method": "ωB97M-V/def2-TZVPD", "total_charge": 1, "relative_energy_kj_mol": 162.2, "orbital_gap_ev": [10.563, 5.299], "e_lumo_ev": [-2.98, -8.24], "multiplicity": 2, "symbols": ["C", "C", "N", "C", "C", "O", "H", "H", "H", "H", "H", "H", "H", "H", "H", "H", "H", "H", "H", "O"], "coordinates": [[-2.066, 0.503, -0.937], [-0.715, 0.526, -1.653], [0.157, 1.672, -1.534], [0.954, 1.965, -0.316], [1.533, 0.742, 0.397], [2.311, 0.130, -0.612], [-2.721, -0.233, -1.435], [-2.658, 1.409, -1.064], [-1.943, 0.226, 0.109], [-0.913, 0.530, -2.725], [-0.269, -0.480, -1.511], [0.837, 1.569, -2.295], [0.222, 2.510, 0.299], [1.781, 2.580, -0.665], [2.105, 1.022, 1.291], [0.679, 0.183, 0.782], [2.756, -0.630, -0.212], [-0.574, -5.114, 4.719], [-0.868, -4.744, 3.260], [-0.609, -4.366, 4.102]], "atomic_forces_ev_per_a": [[-0.29, -0.12, 0.01], [-2.28, 0.42, -1.50], [2.95, -3.49, 1.23], [-1.26, 1.73, -0.11], [-0.67, 0.09, -0.42], [-0.17, -0.56, 0.74], [0.62, -0.11, 0.29], [0.43, 0.33, 0.27], [-0.29, 0.16, 0.05], [-0.19, -0.21, -0.17], [0.91, 0.70, 0.37], [-0.44, 0.92, -0.45], [0.66, 0.05, 0.42], [-0.20, 0.31, 0.24], [0.04, 0.42, -0.40], [0.07, -0.70, -0.24], [0.11, 0.06, -0.31], [-0.03, 0.29, -0.27], [-0.06, -0.16, -0.08], [0.09, -0.12, 0.32]]}

No. 2
{"formula": "C4H13NO2S", "method": "ωB97M-V/def2-TZVPD", "total_charge": 0, "smiles": "CN[C@H](CO)CS.O", "relative_energy_kj_mol": 287.3, "orbital_gap_ev": 9.048, "e_lumo_ev": 0.68, "symbols": ["C", "N", "C", "C", "O", "C", "S", "H", "H", "H", "H", "H", "H", "H", "H", "H", "H", "H", "O", "H", "H"], "coordinates": [[-0.294, 2.425, -0.893], [-0.346, 0.943, -1.435], [-0.150, 0.012, -0.285], [-1.055, 0.241, 0.854], [-1.109, -0.944, 1.519], [1.396, 0.161, 0.105], [1.946, -0.924, 1.386], [-0.995, 2.496, -0.071], [0.723, 2.645, -0.673], [-0.589, 3.040, -1.735], [0.349, 0.822, -2.117], [0.003, -1.020, -0.777], [-0.601, 0.778, 1.755], [-2.146, 0.704, 0.605], [-1.743, -1.554, 1.101], [1.666, 1.261, 0.455], [2.175, -0.174, -0.796], [1.428, -0.311, 2.593], [-2.018, -1.083, -2.292], [-2.195, -0.108, -2.187], [-1.145, -1.212, -2.774]], "atomic_forces_ev_per_a": [[-0.30, -2.64, -2.22], [-2.21, 2.33, 2.94], [4.66, 0.42, -3.94], [-1.67, 1.44, 1.52], [-1.96, -3.22, 1.20], [1.27, 1.86, -0.52], [0.11, -0.11, 2.54], [0.16, 0.23, 0.08], [0.62, 0.55, 0.72], [-0.27, 0.27, 0.09], [1.22, -0.14, -0.89], [-1.75, 1.11, 1.33], [-0.31, 0.91, -1.94], [2.53, -0.92, 0.26], [0.48, 0.21, 0.07], [-0.51, -2.21, -1.04], [-2.35, 1.11, 2.01], [0.58, -0.77, -2.00], [0.52, 0.22, -0.82], [1.05, -1.41, -0.35], [-1.87, 0.77, 0.96]]}